i.
Density functional theory data (ωB97M-V/def2-TZVPD) for a single C7H8 molecule.

XYZ file:
```
15
C7H8, DFT ωB97M-V/def2-TZVPD
C -0.40362 2.31367 1.05059
C -0.59090 2.76384 -0.11909
C -0.45879 1.14480 1.86902
C -0.32300 0.23864 0.89136
C -0.49728 1.05905 -0.30420
C -0.44560 -1.23995 0.96902
C 0.96652 0.77478 -1.35940
H -0.56553 0.94349 2.85503
H -1.37163 0.89907 -0.97678
H -1.11916 -1.57961 1.76584
H 0.64184 -1.62933 0.92222
H -0.81002 -1.61473 -0.05187
H 1.46065 -0.02764 -0.97000
H 1.52149 1.70996 -1.36981
H 0.68999 0.50538 -2.47551
```

For reference, the natural (NBO) charges in units of e are: number 1, C, carries -0.004; number 2, C, carries -0.160; number 3, C, carries -0.272; number 4, C, carries -0.007; number 5, C, carries -0.162; number 6, C, carries -0.654; number 7, C, carries -0.567; number 8, H, carries 0.229; number 9, H, carries 0.269; number 10, H, carries 0.241; number 11, H, carries 0.234; number 12, H, carries 0.226; number 13, H, carries 0.184; number 14, H, carries 0.230; number 15, H, carries 0.212


ii.
Density functional theory data (ωB97M-V/def2-TZVPD) for a single C7H8 molecule.

Calculated values
SMILES string = C#CC[C@H](C)C#C

XYZ file:
```
15
C7H8, DFT ωB97M-V/def2-TZVPD
C 2.52046 0.70722 0.29539
C 1.55200 1.10915 -0.30190
C 0.24835 1.04237 -0.96585
C -0.28874 -0.03458 0.03570
C -0.04739 -1.47622 -0.44800
C -1.57813 0.19482 0.66176
C -2.50371 0.40123 1.40290
H 2.96620 0.10002 1.05032
H 0.39539 0.70201 -1.99958
H -0.35697 1.95427 -0.97587
H 0.37550 0.24570 0.88746
H -0.93038 -1.87782 -0.95789
H 0.80216 -1.53452 -1.14102
H 0.16809 -2.12766 0.40338
H -3.32283 0.59401 2.05321
```

For reference, the natural (NBO) charges in units of e are: number 1, C, carries -0.274; number 2, C, carries 0.002; number 3, C, carries -0.462; number 4, C, carries -0.296; number 5, C, carries -0.596; number 6, C, carries -0.010; number 7, C, carries -0.239; number 8, H, carries 0.238; number 9, H, carries 0.238; number 10, H, carries 0.244; number 11, H, carries 0.266; number 12, H, carries 0.218; number 13, H, carries 0.217; number 14, H, carries 0.219; number 15, H, carries 0.235


iii.
Density functional theory data (ωB97M-V/def2-TZVPD) for a single C7H8 molecule.

Calculated values
SMILES string = C[C@@]12[C@@H]3[C@H]4[C@@H]3[C@@H]1[C@H]42

XYZ file:
```
15
C7H8, DFT ωB97M-V/def2-TZVPD
C 2.03368 0.05981 0.04448
C 0.54208 -0.13997 -0.01774
C -0.60764 -1.21675 -0.23778
C -1.48607 -0.12673 -0.81195
C -1.50766 -0.40615 0.66889
C -0.39007 0.63078 0.88466
C -0.36829 0.91091 -0.60421
H 2.17941 1.13780 0.21827
H 2.52487 -0.45608 0.87692
H 2.56473 -0.17800 -0.88360
H -0.69175 -2.28144 -0.44020
H -2.29158 -0.18478 -1.53428
H -2.33267 -0.71944 1.29756
H -0.11244 1.23221 1.74259
H -0.06994 1.78164 -1.17652
```

For reference, the natural (NBO) charges in units of e are: number 1, C, carries -0.605; number 2, C, carries -0.023; number 3, C, carries -0.220; number 4, C, carries -0.231; number 5, C, carries -0.230; number 6, C, carries -0.226; number 7, C, carries -0.226; number 8, H, carries 0.215; number 9, H, carries 0.211; number 10, H, carries 0.212; number 11, H, carries 0.227; number 12, H, carries 0.226; number 13, H, carries 0.226; number 14, H, carries 0.222; number 15, H, carries 0.222


iv.
Density functional theory data (ωB97M-V/def2-TZVPD) for a molecular structure, C7H8.

XYZ file:
```
15
C7H8, DFT ωB97M-V/def2-TZVPD
C -1.61794 -0.10182 0.16426
C -2.89418 0.11559 0.18826
C -0.85141 -1.19169 0.72548
C 0.32638 -0.70813 0.24710
C -0.40614 0.43567 -0.41204
C 1.79990 -1.18752 0.28979
C -0.15896 1.84125 -0.41649
H -1.10673 -2.09666 1.28180
H -0.69312 -0.17742 -2.12334
H 1.71077 -1.97990 -0.43407
H 2.06028 -1.63043 1.30780
H 2.31101 -0.28425 0.07520
H -0.93717 2.44083 -0.88170
H 0.81633 2.21970 -0.62462
H -0.35902 2.30479 0.61257
```

For reference, the natural (NBO) charges in units of e are: number 1, C, carries -0.488; number 2, C, carries 0.264; number 3, C, carries -0.159; number 4, C, carries 0.041; number 5, C, carries 0.016; number 6, C, carries -0.658; number 7, C, carries -0.684; number 8, H, carries 0.225; number 9, H, carries 0.031; number 10, H, carries 0.244; number 11, H, carries 0.234; number 12, H, carries 0.228; number 13, H, carries 0.245; number 14, H, carries 0.233; number 15, H, carries 0.229


Most stable of them? iii.